No. 1
Computed, not measured: C51H52N2OS as an isolated structure, with ωB97M-V/def2-TZVPD.

Calculated values
LUMO level, eV: -0.553

Structure (XYZ):
```
107
C51H52N2OS | the OMol25 dataset | ωB97M-V/def2-TZVPD
C -6.459 2.438 -4.349
C -7.645 2.007 -3.483
O -7.290 1.624 -2.166
C -7.084 2.698 -1.271
C -5.651 2.757 -0.784
C -4.880 1.545 -0.759
C -3.591 1.528 -0.343
C -3.000 2.743 0.080
N -1.750 2.932 0.519
S -1.621 4.485 0.883
N -3.091 5.013 0.513
C -3.772 3.945 0.070
C -5.113 3.936 -0.383
H -6.641 2.088 -5.367
H -6.358 3.522 -4.404
H -5.512 2.010 -4.025
H -8.369 2.826 -3.459
H -8.108 1.130 -3.932
H -7.329 3.649 -1.749
H -7.742 2.552 -0.409
H -5.319 0.614 -1.089
H -3.018 0.609 -0.330
H -5.701 4.844 -0.412
C 2.528 -0.925 2.853
C 2.848 0.398 2.583
C 1.880 1.257 2.079
C 0.594 0.792 1.842
C 0.274 -0.531 2.120
C 1.240 -1.391 2.624
H 3.286 -1.594 3.242
H 3.853 0.761 2.763
H 2.132 2.288 1.862
H -0.159 1.455 1.437
H -0.729 -0.895 1.933
H 0.992 -2.424 2.832
C -7.867 -1.072 -6.412
C -7.718 -0.474 -7.656
C -8.642 -0.724 -8.661
C -9.717 -1.567 -8.421
C -9.868 -2.164 -7.177
C -8.942 -1.918 -6.173
H -7.147 -0.877 -5.627
H -6.882 0.187 -7.841
H -8.522 -0.261 -9.632
H -10.439 -1.760 -9.205
H -10.707 -2.820 -6.990
H -9.057 -2.386 -5.204
C -6.399 -3.793 1.514
C -7.263 -2.952 0.826
C -7.108 -1.575 0.913
C -6.086 -1.041 1.684
C -5.219 -1.881 2.370
C -5.378 -3.257 2.287
H -6.521 -4.866 1.448
H -8.058 -3.370 0.221
H -7.783 -0.919 0.378
H -5.962 0.033 1.748
H -4.420 -1.462 2.968
H -4.705 -3.913 2.824
C 6.949 2.247 4.691
C 5.610 1.907 4.818
C 4.634 2.889 4.733
C 4.993 4.213 4.524
C 6.334 4.556 4.412
C 7.312 3.573 4.494
H 7.706 1.476 4.749
H 5.325 0.873 4.971
H 3.589 2.618 4.821
H 4.230 4.977 4.446
H 6.617 5.588 4.249
H 8.357 3.839 4.399
C 10.919 -0.288 3.355
C 9.532 -0.325 3.319
C 8.851 -1.429 3.813
C 9.559 -2.495 4.351
C 10.946 -2.458 4.390
C 11.626 -1.356 3.890
H 11.448 0.572 2.966
H 8.978 0.506 2.899
H 7.769 -1.460 3.774
H 9.029 -3.356 4.737
H 11.498 -3.289 4.810
H 12.708 -1.329 3.917
C 7.516 -3.293 0.953
C 6.184 -3.680 1.015
C 5.179 -2.740 0.834
C 5.505 -1.415 0.583
C 6.838 -1.029 0.517
C 7.843 -1.967 0.705
H 8.300 -4.025 1.099
H 5.930 -4.715 1.207
H 4.139 -3.040 0.892
H 4.721 -0.681 0.441
H 7.092 0.006 0.321
H 8.882 -1.665 0.663
C 0.222 -0.176 -3.497
C 1.108 -1.082 -4.064
C 2.061 -1.710 -3.273
C 2.123 -1.436 -1.913
C 1.236 -0.532 -1.345
C 0.288 0.100 -2.138
H -0.518 0.316 -4.115
H 1.057 -1.298 -5.124
H 2.755 -2.412 -3.716
H 2.865 -1.927 -1.296
H 1.273 -0.313 -0.285
H -0.399 0.811 -1.694
```

Löwdin population analysis, charges in e, atoms 1 to 99: -0.0614 -0.2552 -0.1604 -0.1666 -0.1766 -0.0218 -0.0089 -0.3576 -0.2430 1.0041 -0.2339 -0.3534 0.0247 0.0616 0.0711 0.0781 0.1148 0.1066 0.1249 0.1339 0.1146 0.1149 0.1259 -0.0986 -0.1035 -0.0877 -0.1128 -0.1042 -0.0918 0.0993 0.0864 0.1039 0.0598 0.1019 0.1011 -0.1044 -0.0996 -0.0973 -0.0972 -0.0970 -0.0963 0.0968 0.0983 0.1000 0.1001 0.1000 0.1005 -0.0978 -0.0964 -0.0958 -0.1026 -0.0957 -0.0976 0.0996 0.0997 0.0993 0.0951 0.0994 0.0996 -0.0929 -0.1019 -0.1038 -0.0940 -0.0965 -0.0927 0.0839 0.1002 0.0992 0.0999 0.0994 0.1005 -0.0931 -0.1152 -0.1076 -0.0917 -0.0958 -0.0971 0.1004 0.0951 0.1037 0.1016 0.0995 0.0994 -0.0975 -0.0939 -0.1049 -0.0982 -0.0912 -0.1099 0.1024 0.0996 0.0951 0.0922 0.1026 0.1019 -0.0985 -0.1011 -0.0956 -0.0836



No. 2
Computed, not measured: C26H33Cl2HgN5OS2 as an isolated structure, with ωB97M-V/def2-TZVPD.

Calculated values
LUMO level (alpha / beta), eV: 2.450 / 2.445
Relative energy (zero: lowest compared OMol25 entry of this formula, charge and spin), kcal/mol: 15.4
Spin multiplicity: 2
Charge: -1
Expectation value of S²: 0.7780

Structure (XYZ):
```
70
C26H33Cl2HgN5OS2 | the OMol25 dataset | ωB97M-V/def2-TZVPD
Hg 0.097 0.486 -0.298
C -1.499 3.532 4.164
S -2.780 2.572 3.307
C -1.920 2.011 1.858
S -0.223 2.188 1.753
N -2.736 1.510 0.988
N -2.238 0.978 -0.129
C -3.102 0.673 -1.077
C -2.657 0.213 -2.329
C -3.559 -0.142 -3.366
C -3.073 -0.523 -4.586
C -1.682 -0.545 -4.786
C -0.866 -0.206 -3.718
N -1.309 0.156 -2.536
H -1.990 4.039 4.989
H -1.065 4.238 3.463
H -0.727 2.862 4.533
H -4.163 0.834 -0.895
H -4.623 -0.098 -3.174
H -3.746 -0.806 -5.390
H -1.261 -0.808 -5.746
H 0.214 -0.211 -3.814
C 2.910 -2.102 1.230
C 2.259 -1.035 2.076
O 1.052 -0.804 1.977
C 3.109 -0.286 3.000
C 4.393 -0.714 3.367
C 5.168 0.043 4.219
C 4.700 1.256 4.706
C 3.432 1.696 4.341
C 2.641 0.932 3.512
H 2.213 -2.414 0.457
H 3.173 -2.962 1.845
H 3.811 -1.708 0.768
H 4.778 -1.650 2.993
H 6.153 -0.306 4.496
H 5.318 1.852 5.364
H 3.069 2.650 4.698
H 1.665 1.279 3.207
Cl -2.217 -2.605 4.190
C -1.389 -1.901 2.809
Cl -2.444 -1.841 1.406
H -0.536 -2.528 2.563
H -1.076 -0.889 3.057
C 3.369 -0.073 -4.448
C 3.962 0.052 -3.038
C 4.742 -1.225 -2.706
C 4.904 1.260 -2.977
C 2.864 0.229 -2.081
C 1.951 0.390 -1.308
H 4.173 -0.168 -5.180
H 2.770 0.804 -4.686
H 2.726 -0.951 -4.508
H 5.517 -1.395 -3.456
H 4.072 -2.083 -2.689
H 5.209 -1.140 -1.728
H 5.730 1.135 -3.680
H 5.306 1.370 -1.972
H 4.362 2.170 -3.227
C -0.764 -3.544 -3.796
N -1.325 -3.121 -2.538
C -2.729 -3.346 -2.310
C -0.543 -2.693 -1.588
N 0.183 -2.344 -0.766
H -1.338 -3.109 -4.618
H -0.783 -4.637 -3.891
H 0.267 -3.204 -3.852
H -3.305 -2.909 -3.129
H -3.027 -2.882 -1.373
H -2.944 -4.419 -2.261
```

List of Löwdin charges in e, atom by atom: 0.9140 -0.4768 0.7697 -1.1647 0.5101 -0.1514 -0.1845 -0.1690 -0.3199 -0.0798 -0.1343 -0.1416 -0.1961 0.0300 0.0158 0.0055 0.0061 0.1064 0.0999 0.0924 0.0808 0.0881 -0.0194 -0.3793 -0.0690 -0.1439 -0.0351 -0.0955 -0.0880 -0.0708 -0.0111 0.0387 0.0856 0.0773 0.1032 0.0967 0.0969 0.1043 0.0307 0.4952 -1.0503 0.5513 0.0159 0.0162 -0.0667 -0.6487 -0.0647 -0.0638 -0.2000 -0.1532 0.0759 0.0836 0.0735 0.0758 0.0805 0.0749 0.0756 0.0813 0.0829 -0.0527 -0.1923 -0.0400 -0.3245 0.1658 0.0722 0.0852 0.0931 0.0778 0.0711 0.0866



No. 3
Computed, not measured: C21H15ClLiNO6S as an isolated structure, with ωB97M-V/def2-TZVPD.

Calculated values
LUMO level, eV: 4.463
Charge: -2

Structure (XYZ):
```
46
C21H15ClLiNO6S | the OMol25 dataset | ωB97M-V/def2-TZVPD
Li 0.527 -0.865 -0.653
O -1.840 3.200 -1.602
C -1.171 2.045 -1.330
O -0.513 1.482 -2.154
C -1.315 1.625 0.100
C -1.910 2.445 1.054
C -1.901 2.019 2.369
C -1.297 0.812 2.685
C -0.768 0.050 1.655
N -0.796 0.446 0.385
C -0.168 -1.313 1.907
O 0.470 -1.475 3.084
O -0.401 -2.237 1.177
H -1.679 3.355 -2.543
H -2.365 3.378 0.758
H -2.359 2.623 3.142
H -1.249 0.447 3.701
H 1.222 -0.826 3.132
O 2.999 -0.080 2.426
C 2.817 -0.286 1.200
O 1.669 -0.376 0.695
C 4.012 -0.470 0.286
C 5.256 -0.361 0.915
C 6.455 -0.497 0.244
C 6.408 -0.755 -1.126
C 5.195 -0.871 -1.766
C 3.942 -0.740 -1.111
S 2.540 -0.930 -2.146
H 5.234 -0.160 1.978
H 7.400 -0.406 0.768
H 7.326 -0.869 -1.697
H 5.162 -1.075 -2.829
Cl -6.048 1.421 0.459
C -4.813 0.400 -0.283
C -4.308 -0.709 0.400
C -3.348 -1.508 -0.170
C -2.767 -1.234 -1.466
C -1.719 -1.963 -1.986
C -3.393 -0.128 -2.154
C -4.364 0.660 -1.575
H -4.683 -0.941 1.392
H -2.961 -2.351 0.390
H -1.325 -1.757 -2.973
H -1.338 -2.827 -1.454
H -3.053 0.108 -3.157
H -4.785 1.494 -2.126
```

List of Löwdin charges in e, atom by atom: 0.5166 0.0802 -0.4619 0.1252 -0.1670 0.0077 -0.0458 0.0147 -0.1764 0.1672 -0.5116 0.0766 0.1073 0.1188 0.1120 0.1019 0.1153 0.1028 -0.0513 -0.5945 -0.1577 -0.1454 -0.0706 -0.1432 -0.1452 -0.1840 -0.6690 0.4213 0.0963 0.0722 0.0791 0.0642 0.4978 -0.7329 -0.1700 -0.0935 -0.3863 -0.0829 -0.1033 -0.1815 0.0863 0.0907 0.0209 0.0185 0.0942 0.0860



No. 4
Computed, not measured: a 4-piece molecular cluster, C30H45F10N4O12S overall, with ωB97M-V/def2-TZVPD.

Calculated values
LUMO level, eV: -3.941
Charge: +1

Structure (XYZ):
```
102
C30H45F10N4O12S | the OMol25 dataset | ωB97M-V/def2-TZVPD
C 2.431 2.803 3.275
C 1.918 2.090 2.019
N 0.994 1.033 2.408
C 0.010 0.558 1.714
N -0.288 0.930 0.438
C -1.578 0.402 -0.103
C -1.903 1.066 -1.436
C -1.843 0.155 -2.663
F -1.576 -1.130 -2.361
F -3.016 0.167 -3.326
F -0.894 0.569 -3.534
N 0.734 0.818 -0.554
C 1.292 2.055 -1.101
C 1.651 -0.326 -0.491
C 1.404 -1.386 -1.510
O 2.553 -0.340 0.292
N -0.876 -0.347 2.382
C -1.489 0.217 3.598
C -2.654 0.952 3.436
C -3.273 1.511 4.543
C -2.742 1.327 5.816
C -1.577 0.588 5.970
C -0.942 0.034 4.865
S -0.171 -1.863 2.508
O 0.973 -1.864 3.363
O -0.012 -2.344 1.170
C -1.514 -2.881 3.333
F -1.125 -3.062 4.600
F -2.705 -2.272 3.323
C -1.646 -4.279 2.651
F -2.303 -5.048 3.546
F -0.422 -4.808 2.489
C -2.515 -4.270 1.331
F -3.774 -4.573 1.661
F -2.073 -5.145 0.435
F -2.527 -3.050 0.769
H 1.625 2.865 4.012
H 3.234 2.233 3.742
H 2.763 3.810 3.041
H 1.377 2.807 1.403
H 2.746 1.657 1.467
H 1.131 0.645 3.335
H -2.353 0.665 0.613
H -1.548 -0.684 -0.152
H -2.914 1.470 -1.400
H -1.254 1.914 -1.638
H 2.302 2.260 -0.744
H 0.629 2.878 -0.844
H 1.328 1.986 -2.191
H 2.280 -2.022 -1.596
H 0.509 -1.953 -1.261
H 1.215 -0.909 -2.475
H -3.115 1.087 2.467
H -4.180 2.086 4.411
H -3.234 1.743 6.683
H -1.162 0.446 6.958
H -0.031 -0.528 5.021
C 6.602 7.977 1.829
C 5.403 7.531 1.022
O 4.239 7.323 1.845
C 3.625 8.434 2.251
O 3.936 9.560 1.974
O 2.588 8.078 3.014
C 1.868 9.185 3.573
H 6.807 7.266 2.631
H 7.480 8.041 1.187
H 6.432 8.954 2.276
H 5.592 6.562 0.564
H 5.165 8.240 0.230
H 1.554 9.874 2.794
H 2.486 9.707 4.300
H 0.999 8.759 4.066
C 0.431 -6.987 0.416
C 0.178 -7.913 1.585
O -0.147 -9.243 1.162
C 0.889 -9.974 0.744
O 2.039 -9.622 0.726
O 0.429 -11.161 0.363
C 1.427 -12.044 -0.163
H -0.420 -6.997 -0.266
H 0.592 -5.968 0.758
H 1.309 -7.299 -0.148
H -0.691 -7.585 2.154
H 1.030 -7.942 2.266
H 2.247 -12.163 0.541
H 1.804 -11.665 -1.111
H 0.929 -12.996 -0.318
C -2.426 0.339 -10.508
C -3.260 1.590 -10.344
O -4.032 1.572 -9.129
C -3.355 1.826 -8.016
O -2.185 2.098 -7.933
O -4.201 1.743 -6.986
C -3.587 1.946 -5.713
H -3.058 -0.548 -10.452
H -1.925 0.351 -11.475
H -1.669 0.268 -9.729
H -4.002 1.661 -11.137
H -2.647 2.491 -10.371
H -3.052 2.894 -5.694
H -2.904 1.131 -5.498
H -4.394 1.961 -4.987
```

Löwdin population analysis, charges in e, atoms 1 to 99: -0.0393 -0.1781 0.1732 -0.2617 0.0449 -0.0787 -0.0111 -0.5843 0.1298 0.1289 0.1259 -0.0844 -0.0339 -0.4255 0.0308 0.1457 -0.0781 -0.2453 -0.0099 -0.0435 -0.0467 -0.0400 -0.0366 0.7712 -0.2124 -0.2279 -0.4382 0.1503 0.1566 -0.3490 0.1671 0.1508 -0.5166 0.1905 0.1987 0.1503 0.0824 0.0878 0.0868 0.1188 0.1135 0.1529 0.1046 0.1102 0.1359 0.1154 0.0864 0.0957 0.0978 0.1023 0.0773 0.0931 0.1087 0.1174 0.1164 0.1194 0.1079 -0.0628 -0.2099 0.0236 -0.6175 0.1338 -0.0059 -0.0355 0.0819 0.0833 0.0767 0.1187 0.1247 0.0967 0.1004 0.0910 -0.0673 -0.2101 0.0416 -0.6129 0.1247 0.0097 -0.0314 0.0781 0.0581 0.0802 0.1140 0.1279 0.0965 0.0988 0.0945 -0.0645 -0.2045 0.0419 -0.6137 0.1203 0.0107 -0.0487 0.0826 0.0819 0.0735 0.1236 0.1239



Please write out number 2 again, unchanged.
Computed, not measured: C26H33Cl2HgN5OS2 as an isolated structure, with ωB97M-V/def2-TZVPD.

Calculated values
LUMO level (alpha / beta), eV: 2.450 / 2.445
Relative energy (zero: lowest compared OMol25 entry of this formula, charge and spin), kcal/mol: 15.4
Spin multiplicity: 2
Charge: -1
Expectation value of S²: 0.7780

Structure (XYZ):
```
70
C26H33Cl2HgN5OS2 | the OMol25 dataset | ωB97M-V/def2-TZVPD
Hg 0.097 0.486 -0.298
C -1.499 3.532 4.164
S -2.780 2.572 3.307
C -1.920 2.011 1.858
S -0.223 2.188 1.753
N -2.736 1.510 0.988
N -2.238 0.978 -0.129
C -3.102 0.673 -1.077
C -2.657 0.213 -2.329
C -3.559 -0.142 -3.366
C -3.073 -0.523 -4.586
C -1.682 -0.545 -4.786
C -0.866 -0.206 -3.718
N -1.309 0.156 -2.536
H -1.990 4.039 4.989
H -1.065 4.238 3.463
H -0.727 2.862 4.533
H -4.163 0.834 -0.895
H -4.623 -0.098 -3.174
H -3.746 -0.806 -5.390
H -1.261 -0.808 -5.746
H 0.214 -0.211 -3.814
C 2.910 -2.102 1.230
C 2.259 -1.035 2.076
O 1.052 -0.804 1.977
C 3.109 -0.286 3.000
C 4.393 -0.714 3.367
C 5.168 0.043 4.219
C 4.700 1.256 4.706
C 3.432 1.696 4.341
C 2.641 0.932 3.512
H 2.213 -2.414 0.457
H 3.173 -2.962 1.845
H 3.811 -1.708 0.768
H 4.778 -1.650 2.993
H 6.153 -0.306 4.496
H 5.318 1.852 5.364
H 3.069 2.650 4.698
H 1.665 1.279 3.207
Cl -2.217 -2.605 4.190
C -1.389 -1.901 2.809
Cl -2.444 -1.841 1.406
H -0.536 -2.528 2.563
H -1.076 -0.889 3.057
C 3.369 -0.073 -4.448
C 3.962 0.052 -3.038
C 4.742 -1.225 -2.706
C 4.904 1.260 -2.977
C 2.864 0.229 -2.081
C 1.951 0.390 -1.308
H 4.173 -0.168 -5.180
H 2.770 0.804 -4.686
H 2.726 -0.951 -4.508
H 5.517 -1.395 -3.456
H 4.072 -2.083 -2.689
H 5.209 -1.140 -1.728
H 5.730 1.135 -3.680
H 5.306 1.370 -1.972
H 4.362 2.170 -3.227
C -0.764 -3.544 -3.796
N -1.325 -3.121 -2.538
C -2.729 -3.346 -2.310
C -0.543 -2.693 -1.588
N 0.183 -2.344 -0.766
H -1.338 -3.109 -4.618
H -0.783 -4.637 -3.891
H 0.267 -3.204 -3.852
H -3.305 -2.909 -3.129
H -3.027 -2.882 -1.373
H -2.944 -4.419 -2.261
```

List of Löwdin charges in e, atom by atom: 0.9140 -0.4768 0.7697 -1.1647 0.5101 -0.1514 -0.1845 -0.1690 -0.3199 -0.0798 -0.1343 -0.1416 -0.1961 0.0300 0.0158 0.0055 0.0061 0.1064 0.0999 0.0924 0.0808 0.0881 -0.0194 -0.3793 -0.0690 -0.1439 -0.0351 -0.0955 -0.0880 -0.0708 -0.0111 0.0387 0.0856 0.0773 0.1032 0.0967 0.0969 0.1043 0.0307 0.4952 -1.0503 0.5513 0.0159 0.0162 -0.0667 -0.6487 -0.0647 -0.0638 -0.2000 -0.1532 0.0759 0.0836 0.0735 0.0758 0.0805 0.0749 0.0756 0.0813 0.0829 -0.0527 -0.1923 -0.0400 -0.3245 0.1658 0.0722 0.0852 0.0931 0.0778 0.0711 0.0866